ORCA calculation (ωB97M-V with the def2-TZVPD basis set) on a structure of composition C18H22BrN8O13SV.

Structure (XYZ):
```
64
Properties=species:S:1:pos:R:3:forces:R:3
Br -0.41404 -1.29872 -2.19695 0.1 0.1 0.1
V 0.42720 -0.04592 -0.33765 -0.2 -0.1 -0.2
S -3.83285 5.54410 -2.97992 0.0 0.0 0.0
O -1.74047 3.65313 6.28970 0.0 0.0 -0.1
O -3.61367 5.85146 -4.36754 0.0 0.0 0.0
O -0.70165 -2.62054 1.24950 0.0 0.0 0.0
O -1.60195 -0.02976 0.34899 0.1 -0.1 0.1
O 2.44532 2.96337 4.24147 -0.1 0.1 0.0
O 0.73603 6.19592 -1.96969 0.0 0.0 0.1
O -3.24730 -0.07887 1.69235 0.0 0.0 0.0
O -4.43617 4.28048 -2.61878 0.0 0.0 0.0
O 2.28551 0.25337 -0.97392 -0.1 -0.1 0.2
O 2.59072 2.28020 2.20707 -0.1 0.1 -0.1
O -3.53185 2.74882 5.49148 0.0 0.0 -0.1
O 0.66199 0.74801 1.35772 0.2 -0.3 0.2
O 2.36348 5.29762 -0.86282 0.0 0.0 0.1
N 1.97433 2.49921 3.22906 0.1 -0.3 0.1
N 1.29560 5.26045 -1.42708 0.1 0.0 -0.2
N -0.54451 3.71987 -2.12271 -0.1 0.1 -0.1
N 2.10927 -0.85773 -0.35700 -0.2 0.3 -0.1
N -2.13514 0.28734 1.44985 0.0 0.1 -0.1
N -2.34588 2.99372 5.47582 0.0 -0.1 0.1
N 0.38551 -2.01045 0.68314 -0.1 0.0 0.0
N 0.10346 1.87687 -1.11749 0.0 0.1 0.0
C -0.04043 1.31453 2.27444 0.1 0.0 -0.2
C -2.19095 1.63858 3.44019 -0.1 -0.1 -0.1
C 4.01799 -2.37337 -0.01265 0.0 0.0 0.0
C 1.62768 -4.00023 1.39875 0.0 0.0 0.0
C 0.53757 2.14768 3.26707 0.0 0.1 0.0
C -4.92723 6.69706 -0.72926 0.0 0.0 0.0
C -4.74607 6.86378 -2.23047 0.0 0.0 0.0
C -0.19786 2.67298 4.29844 0.0 0.1 0.0
C 1.03889 2.84764 -0.85251 0.0 -0.1 0.0
C -0.84758 2.43204 -1.88106 0.0 -0.1 0.1
C -1.55925 2.41265 4.37178 0.0 0.1 0.0
C -1.33992 4.60873 -2.98196 0.0 0.0 0.0
C 2.60815 -1.92497 0.11131 0.0 0.1 0.0
C -1.43597 1.11265 2.39673 0.0 -0.1 0.0
C 1.48566 -2.66443 0.76680 0.0 0.0 0.0
C 0.64123 3.98165 -1.46637 0.0 0.1 0.0
C -2.08061 1.77585 -2.38760 0.0 0.0 0.0
C -2.23277 5.56537 -2.18100 0.0 -0.1 0.0
H -2.93523 2.45179 -2.33591 0.0 0.0 0.0
H -0.66787 5.16127 -3.62812 0.0 0.0 0.0
H -2.38879 5.21074 -1.16284 0.1 0.0 0.0
H -5.38888 5.73796 -0.50170 0.0 0.0 0.0
H -5.69567 6.83511 -2.76971 0.0 0.0 0.0
H -1.94996 1.46970 -3.42758 0.0 0.0 0.0
H -1.94026 3.95885 -3.61307 0.0 0.0 0.0
H -3.97759 6.76816 -0.19809 0.0 0.0 0.0
H 4.64291 -1.56084 -0.37515 0.0 0.0 0.0
H -3.25234 1.44851 3.51444 0.0 0.0 0.0
H 4.08206 -3.20675 -0.71492 0.0 0.0 0.0
H 1.61928 -3.90212 2.48633 0.0 0.0 0.0
H -2.28946 0.88363 -1.80686 0.0 0.0 0.0
H -1.45617 -2.28381 0.73902 0.0 0.0 0.0
H -5.57296 7.48760 -0.35087 0.0 0.0 0.0
H -4.23026 7.78273 -2.51035 0.0 0.0 0.0
H 2.55561 -4.48125 1.09956 0.0 0.0 0.0
H 4.39370 -2.71139 0.95289 0.0 0.0 0.0
H 0.28299 3.29373 5.04179 0.0 0.0 0.0
H 0.78114 -4.62805 1.12501 0.0 0.0 0.0
H -1.83323 6.57651 -2.16272 0.0 0.0 0.0
H 1.91053 2.68261 -0.24204 0.0 0.0 0.0
```
Positions in Å, forces in eV/Å.

Energy relative to the best compared isomer or geometry (same formula, charge and spin) in eV: 0.000
Highest occupied orbital energy (spin up / spin down) in Ha: -0.4673 / -0.4778
Total charge: +1
Gap between HOMO and LUMO (spin up / spin down) in eV: 7.67 / 7.99
Spin multiplicity: 2
E_LUMO (spin up / spin down) in eV: -5.04 / -5.01

=====

ORCA calculation (ωB97M-V with the def2-TZVPD basis set) on a cluster of 12 separate species, C18H22Cl33FN2OPS in total.

Structure (XYZ):
```
79
Properties=species:S:1:pos:R:3:forces:R:3
Cl -3.20414 -1.44339 -0.07721 0.0 -0.4 0.0
Cl 7.01273 -3.85200 -2.83616 -0.2 -0.1 0.3
Cl -8.21244 0.07246 7.04593 -0.4 -0.5 0.9
Cl -4.20859 1.25458 1.03864 0.0 0.4 0.0
Cl -12.08489 1.89220 5.59901 0.1 0.0 -0.2
Cl -7.28637 3.33744 3.06397 0.4 0.0 -0.1
Cl -2.07309 3.11336 0.35432 0.0 0.0 0.0
Cl -4.35636 -3.98999 -0.89625 0.3 0.1 0.1
Cl -11.16237 3.46902 3.33047 0.0 -0.2 0.0
Cl 5.13494 -5.28245 -7.35237 -0.1 0.0 0.2
Cl -6.68496 1.62399 5.34126 1.1 0.6 -0.6
Cl 7.83627 -0.16662 2.78386 -0.2 -0.1 -0.1
Cl 2.99646 2.46774 5.14787 -0.3 0.0 0.0
Cl 3.61808 -3.48206 -5.63730 0.1 -0.1 0.0
Cl -4.78613 3.67412 4.51970 0.0 0.0 0.0
Cl -4.67197 -3.61720 3.44443 0.2 0.2 0.1
Cl 4.96877 -0.39272 3.24204 0.1 -0.1 -0.1
Cl -4.32125 -0.81261 4.14789 0.1 -0.3 0.1
Cl -1.68727 -3.24378 -1.79228 0.0 -0.2 0.1
Cl -8.09093 -1.98638 9.10262 0.1 0.2 0.0
Cl 9.33339 1.04048 -5.10705 -0.1 -0.2 -0.2
Cl -5.74991 -0.34580 8.54419 -0.2 0.0 0.0
Cl -2.05605 -2.36468 3.17645 0.0 0.0 0.1
Cl -2.05622 1.76183 2.93437 -0.4 0.0 -0.4
Cl 8.02511 -1.55979 -5.00389 0.0 0.3 -0.2
Cl 6.58175 -2.79296 2.89432 0.0 0.2 -0.1
Cl 0.81832 0.60942 4.61301 0.0 0.1 0.1
Cl -9.46712 1.37249 4.43249 -0.9 0.0 -0.2
Cl 0.62653 3.37451 3.71791 0.3 0.1 0.2
Cl 4.34365 -4.59821 -1.94013 0.2 0.1 0.1
Cl 2.46586 -6.02866 -6.45634 0.2 0.1 0.1
Cl 7.05901 0.48479 -6.83966 0.1 -0.1 -0.1
Cl 5.49586 -2.05161 -1.12109 0.2 -0.3 0.2
S 5.18314 2.19343 -4.25301 -1.0 0.8 0.3
P -0.74844 1.46130 -3.15319 -2.2 0.0 -0.6
F 3.05403 -0.02538 -5.35918 -0.9 1.1 3.1
O -0.86315 0.55088 -4.67405 0.0 -0.2 2.4
N 3.54134 4.33465 -3.43495 -3.1 -5.5 -0.5
N 2.30495 4.75250 -3.08878 -3.2 -0.5 0.7
C 8.48593 -0.20157 -6.04432 0.2 -0.1 0.1
C 0.86618 2.46635 -3.25197 6.5 1.3 -0.7
C 2.31279 1.84515 -3.65633 -1.1 3.7 0.3
C -7.52013 -0.38226 8.61236 -0.1 -0.1 0.1
C 2.56583 0.25781 -3.98642 -1.4 -1.3 0.7
C 3.48999 2.90741 -3.71455 0.0 -0.4 -1.1
C -2.86278 -3.13702 -0.47076 -0.3 -0.1 0.2
C -3.55904 -2.41187 4.11370 -0.2 0.0 0.1
C -6.00472 2.51233 3.96740 -0.2 -0.1 0.0
C -3.07344 2.46284 1.66409 0.0 -0.1 0.4
C 3.95944 -5.17569 -6.03085 0.1 -0.2 0.0
C 1.02705 4.04384 -2.98687 0.8 -2.3 -0.5
C 6.37278 -1.09782 2.42267 0.1 0.1 0.0
C -11.13422 1.87509 4.10392 -0.1 -0.2 0.0
C 3.48276 -0.50300 -2.81259 0.6 1.9 -0.9
C -0.72224 0.18197 -1.70163 0.4 -0.5 0.2
C 5.83722 -3.74524 -1.51464 0.2 -0.3 0.0
C 1.24160 2.29094 4.97765 0.1 0.1 0.1
H -5.51959 1.79552 3.29996 -0.2 0.2 0.2
H 6.26760 -4.22404 -0.63137 -0.2 0.2 -0.3
H -1.61213 -0.12716 -4.58785 1.5 1.4 0.0
H -3.64929 3.28422 2.09812 0.2 -0.2 -0.2
H 0.36223 -0.18212 -1.45184 -2.2 0.5 -0.3
H 4.52065 -0.74023 -3.32068 -2.3 0.3 1.1
H -1.40830 -0.71537 -2.06027 1.6 1.9 0.6
H -11.58325 1.15173 3.41853 0.1 0.3 0.2
H -2.43240 -3.61583 0.41251 -0.1 0.2 -0.3
H -3.31615 -2.69961 5.13979 -0.1 0.1 -0.4
H 0.77413 2.56572 5.92665 0.2 -0.1 -0.3
H 4.38982 -5.65449 -5.14758 -0.1 0.2 -0.3
H 1.49743 -0.26909 -3.90774 2.2 1.5 -0.6
H 5.11340 1.72040 -5.57280 -0.9 0.6 1.3
H -1.27275 0.64482 -0.75061 1.5 -0.8 -2.2
H 6.19748 -1.05943 1.34450 0.1 0.0 0.4
H 2.94846 -1.43378 -2.34656 1.0 1.9 -1.1
H 2.27449 5.79244 -2.85105 0.0 -1.9 -0.4
H 3.68891 0.35230 -2.00536 -0.4 -2.2 -1.5
H 0.05208 4.64943 -2.69219 2.5 -1.1 -0.7
H -7.85105 0.34411 9.35904 0.1 -0.2 -0.3
H 9.16470 -0.57369 -6.81598 -0.3 0.2 0.2
```
Positions in Å, forces in eV/Å.

Highest occupied orbital energy in Ha: -0.4273
Total charge: +1
Gap between HOMO and LUMO in eV: 6.38
E_LUMO in eV: -5.24

=====

ORCA calculation (ωB97M-V with the def2-TZVPD basis set) on a structure of composition C18H22CsN4O4STe.

Structure (XYZ):
```
51
Properties=species:S:1:pos:R:3:forces:R:3
Cs 1.08002 0.03208 2.72338 0.0 0.2 -0.1
Te -1.02346 2.38250 0.02939 0.0 0.0 0.0
S 2.57795 1.65800 0.13508 0.4 0.4 -0.1
O 2.20496 1.68694 -1.28211 0.0 -0.1 0.0
O 1.39803 2.19357 0.94131 -0.3 -0.2 0.2
O 2.79530 0.25140 0.60313 -0.2 -0.3 0.1
O 3.74782 2.47815 0.45000 -0.1 -0.1 -0.1
N -0.10451 -3.09659 -1.31895 0.0 -0.1 0.0
N -1.99026 -3.74470 0.08106 0.0 0.0 0.0
N -0.10816 -2.53781 1.04366 0.0 0.1 0.1
N 0.16309 -4.85325 0.34899 0.0 0.0 0.0
C -0.77056 6.74584 0.06390 0.0 0.1 0.0
C -3.31653 3.75761 -1.62750 0.0 0.0 0.0
C 0.53977 -4.36479 -0.98674 0.0 0.0 0.0
C 0.82492 4.64604 -0.83019 0.1 0.0 0.0
C -1.55121 -3.28796 -1.24670 0.0 0.0 0.0
C -5.41600 2.51058 -0.31616 0.1 0.0 0.1
C -3.02964 2.89771 -0.56623 -0.1 -0.1 0.1
C 0.44215 7.01519 -0.55746 0.1 -0.1 0.0
C 0.28360 -2.10343 -0.31443 0.1 0.0 0.0
C -4.10173 2.28382 0.08336 0.0 0.1 -0.1
C -0.38981 4.38320 -0.20928 0.0 0.1 0.0
C -4.62622 3.99911 -2.01741 0.0 0.0 0.0
C -1.18262 5.43527 0.24376 0.0 -0.2 0.0
C -5.68305 3.37338 -1.36646 0.0 0.0 0.0
C 1.23776 5.96408 -0.99832 -0.1 0.0 0.1
C -1.29427 -4.99753 0.38125 0.0 0.0 0.0
C -1.55951 -2.74377 1.05778 0.0 0.1 0.0
C 0.53722 -3.82278 1.31876 0.1 0.0 0.0
H -2.12846 5.23071 0.73130 0.0 0.0 0.0
H -4.82334 4.67582 -2.84125 0.0 0.0 0.0
H -6.23112 2.02140 0.20506 0.0 0.0 0.0
H -1.59073 -5.75017 -0.35256 0.0 0.0 0.0
H -2.05142 -1.79563 0.82795 0.0 0.0 0.0
H -3.90928 1.62663 0.92508 0.0 0.0 0.0
H 1.62258 -4.23218 -1.02330 0.0 0.0 0.0
H 2.18931 6.16353 -1.47409 0.0 0.0 0.0
H -2.04617 -2.34278 -1.47764 0.0 0.0 0.0
H -1.86563 -3.06613 2.05698 0.0 0.0 0.0
H 0.25184 -5.11564 -1.72582 0.0 0.0 0.0
H 1.44461 3.82226 -1.16887 0.0 0.0 0.0
H 1.62015 -3.68558 1.28367 0.0 0.0 0.0
H -6.70463 3.56097 -1.67492 0.0 0.0 0.0
H -2.50452 4.24843 -2.15086 0.0 0.0 0.0
H 1.36230 -1.94052 -0.34408 0.0 0.1 0.0
H 0.25468 -4.15821 2.32079 0.0 0.0 0.0
H -1.59456 -5.34057 1.37450 0.0 0.0 0.0
H -0.19983 -1.15067 -0.54026 0.0 0.0 0.0
H -1.39601 7.55794 0.41829 0.0 0.0 0.0
H -1.85089 -4.03183 -1.98829 0.0 0.0 0.0
H 0.77020 8.03934 -0.69255 0.0 0.0 0.0
```
Positions in Å, forces in eV/Å.

Energy relative to the best compared isomer or geometry (same formula, charge and spin) in eV: 0.203
Highest occupied orbital energy in Ha: -0.1602
Total charge: -1
Gap between HOMO and LUMO in eV: 5.87
E_LUMO in eV: 1.51

=====

ORCA calculation (ωB97M-V with the def2-TZVPD basis set) on a structure of composition C18H22Cu2N3O.

Structure (XYZ):
```
46
Properties=species:S:1:pos:R:3:forces:R:3
Cu -7.44763 -29.17343 -3.01032 0.9 -0.2 -1.5
Cu -8.95351 -28.70151 -5.57249 0.8 -0.8 -1.1
O -6.96271 -29.68753 -5.01704 -1.4 0.6 2.2
N -10.41153 -30.97282 -6.62126 0.8 -0.3 -0.4
N -10.03686 -32.62256 -3.27308 -1.0 0.6 -0.1
N -5.11022 -30.86197 -6.81013 0.9 0.0 -1.6
C -10.34796 -29.22375 -7.92016 -1.8 2.5 -1.1
C -4.01806 -32.24433 -1.46106 1.4 -2.0 -0.1
C -11.16180 -29.95875 -7.12116 -0.7 -0.7 1.2
C -2.61872 -32.33681 -1.10906 -1.0 1.0 -1.2
C -3.45518 -31.84854 -3.72278 0.8 -0.6 -1.0
C -3.44434 -31.20692 -8.22050 0.9 0.2 -1.1
C -4.87878 -32.20223 -6.94237 -0.9 -1.6 0.6
C -10.33370 -33.90281 -3.62257 0.9 0.7 0.5
C -3.83768 -32.49687 -7.83436 -1.6 1.6 1.9
C -9.29946 -34.28309 -4.51994 -0.3 -2.5 -0.5
C -4.25333 -30.23397 -7.67543 0.9 0.3 0.2
C -9.16337 -30.89748 -7.19172 1.2 0.2 0.7
C -2.07194 -31.73946 -3.43126 -1.3 -1.1 2.3
C -4.42625 -32.22709 -2.79683 1.4 1.9 1.6
C -8.94059 -32.18690 -3.96734 -0.6 -0.2 0.7
C -1.63348 -32.02234 -2.07004 -1.9 0.5 -1.9
C -9.05751 -29.75508 -8.02061 0.1 -2.1 2.2
C -8.41564 -33.28940 -4.64602 1.0 1.3 -1.1
H -3.78100 -31.80295 -4.75145 0.3 0.2 -0.3
H -8.39803 -31.55209 -6.80167 0.1 -0.1 -0.5
H -1.34817 -31.63582 -4.22612 0.0 0.4 0.0
H -11.10312 -34.48498 -3.13733 -0.2 0.1 -0.2
H -5.48928 -32.29266 -2.97593 -0.2 -0.2 -0.5
H -9.24254 -35.24235 -5.01287 0.0 -0.1 0.1
H -4.77555 -32.54058 -0.75052 0.1 0.2 0.5
H -5.57934 -32.78676 -6.36449 0.3 -0.7 -0.1
H -10.72786 -31.61626 -5.90992 0.1 -0.1 -0.5
H -8.63372 -31.15570 -4.06149 0.1 0.1 0.2
H -3.28388 -33.38321 -8.10658 -0.6 -0.2 0.2
H -2.57945 -31.19606 -8.86722 -0.1 1.1 -0.2
H -7.54911 -33.17885 -5.28108 0.1 -0.5 0.1
H -12.21032 -29.97317 -6.86271 0.0 0.6 -0.3
H -0.56988 -31.93142 -1.90605 0.0 -0.4 0.5
H -8.14441 -29.43402 -8.49974 -0.3 0.0 -0.3
H -4.24443 -29.15444 -7.70620 0.2 -0.1 -0.2
H -10.69979 -32.01806 -2.80918 0.1 0.0 0.3
H -5.81585 -30.35930 -6.29099 0.0 -0.5 -0.7
H -10.82192 -28.40618 -8.44298 0.6 0.2 -0.3
H -6.17465 -30.23140 -4.82285 -0.4 0.4 0.5
H -2.37013 -32.63981 -0.10269 0.2 0.3 0.1
```
Positions in Å, forces in eV/Å.

Highest occupied orbital energy (spin up / spin down) in Ha: -0.4600 / -0.4598
Total charge: +2
Gap between HOMO and LUMO (spin up / spin down) in eV: 3.87 / 1.91
Spin multiplicity: 2
E_LUMO (spin up / spin down) in eV: -8.65 / -10.60

=====

| no. | total energy (hartree) |
| --- | --- |
| 1 | -6030.9037 |
| 2 | -16908.9956 |
| 3 | -1905.5105 |
| 4 | -4218.7410 |